Record 1
Formula: C3H6FN
Source: the OMol25 dataset
Level of theory: the ωB97M-V functional and the def2-TZVPD basis

```
11
C3H6FN, DFT the ωB97M-V functional and the def2-TZVPD basis
H -1.784 0.270 -0.550
C 0.720 -0.859 1.063
C -0.062 0.183 0.828
H 1.154 -0.985 2.051
H -0.688 1.759 -0.521
H 0.826 -1.729 0.436
F -0.316 1.153 1.759
H 0.718 0.510 -1.749
N -0.113 -0.014 -1.618
C -0.738 0.584 -0.399
H 0.282 -0.871 -1.299
```

Output
HOMO-LUMO gap = 10.92 eV
ΔE to the lowest compared entry with this formula, charge and spin = 29.3 kJ/mol
Lowest unoccupied orbital energy = 1.03 eV
2S+1 = 1


Record 2
Formula: C3H6FN2
Source: the OMol25 dataset
Level of theory: the ωB97M-V functional and the def2-TZVPD basis

```
12
C3H6FN2, DFT the ωB97M-V functional and the def2-TZVPD basis
F -1.769 -1.084 0.042
H 1.610 -2.321 0.016
C -1.032 0.021 0.034
H 2.459 0.410 -0.262
C -1.612 1.214 0.013
H -0.089 -2.099 0.052
H -1.214 2.227 -0.081
H 1.287 1.585 0.333
N 0.869 -1.603 -0.018
N 1.538 0.685 -0.063
H -2.739 1.275 0.004
C 0.691 -0.311 -0.070
```

Output
HOMO-LUMO gap = 10.67 eV
ΔE to the lowest compared entry with this formula, charge and spin = 94.8 kJ/mol
Lowest unoccupied orbital energy = -4.22 eV
Charge = +1
2S+1 = 1


Record 3
Formula: C3H6FN3
Source: the OMol25 dataset
Level of theory: the ωB97M-V functional and the def2-TZVPD basis

```
13
C3H6FN3, DFT the ωB97M-V functional and the def2-TZVPD basis
H -2.853 1.011 -1.789
F -0.944 -2.013 0.669
C -0.688 -0.819 0.095
N 2.762 -0.160 1.064
C 0.575 -0.086 0.393
H 2.812 0.895 0.742
H -2.477 -0.966 -0.934
C -1.628 -0.361 -0.744
H 3.175 -0.253 1.985
H 0.913 0.668 -0.390
N -1.735 0.914 -1.495
H -1.344 1.727 -0.805
N 1.430 -0.556 1.209
```

Output
HOMO-LUMO gap = 8.72 eV
ΔE to the lowest compared entry with this formula, charge and spin = 250.8 kJ/mol
Lowest unoccupied orbital energy = 0.56 eV
2S+1 = 1


Record 4
Formula: C3H6FN3S
Source: the OMol25 dataset
Level of theory: the ωB97M-V functional and the def2-TZVPD basis

```
14
C3H6FN3S, DFT the ωB97M-V functional and the def2-TZVPD basis
H -1.332 -0.547 2.686
H 0.277 -0.543 -3.329
H 0.724 1.838 0.019
F -2.127 -0.514 0.781
H -0.836 0.412 -1.373
C -1.021 -0.549 1.612
N 0.316 0.921 0.192
N 0.050 0.177 -0.926
S 0.362 1.535 2.749
N 1.124 -0.813 -2.801
C -0.130 0.662 1.466
C 1.067 -0.481 -1.579
H 1.953 -0.625 -0.946
H -0.426 -1.474 1.447
```

Output
HOMO-LUMO gap = 9.09 eV
ΔE to the lowest compared entry with this formula, charge and spin = 7.2 kJ/mol
Lowest unoccupied orbital energy = -0.02 eV
2S+1 = 1


Record 5
Formula: C3H6FNO
Source: the OMol25 dataset
Level of theory: the ωB97M-V functional and the def2-TZVPD basis

```
12
C3H6FNO, DFT the ωB97M-V functional and the def2-TZVPD basis
H 0.217 0.296 1.328
C 1.194 -0.983 -0.222
C -1.832 0.407 0.300
H -0.379 1.037 -1.830
H 0.510 -1.749 -0.312
H 1.988 -1.272 0.424
H -2.781 0.554 -0.164
F 1.430 1.333 0.206
N -0.658 0.592 -0.307
H 1.617 -0.603 -1.256
O -1.909 0.092 1.485
C 0.603 0.296 0.345
```

Output
HOMO-LUMO gap = 9.10 eV
ΔE to the lowest compared entry with this formula, charge and spin = 353.3 kJ/mol
Lowest unoccupied orbital energy = -0.84 eV
2S+1 = 1


Record 6
Formula: C3H6FNO2
Source: the OMol25 dataset
Level of theory: the ωB97M-V functional and the def2-TZVPD basis

```
13
C3H6FNO2, DFT the ωB97M-V functional and the def2-TZVPD basis
C 0.252 -0.768 1.191
H 0.357 1.245 -0.667
H -0.190 -1.648 1.807
H -1.037 -1.937 -0.648
F -1.459 -0.380 -2.002
O -0.581 1.314 -0.089
H 2.422 1.691 1.162
C -0.552 -0.938 -0.977
N 1.428 -0.167 1.532
C -0.725 -0.057 0.172
H 0.670 -1.031 -1.255
H -1.645 -0.168 0.515
O 1.670 0.814 0.597
```

Output
HOMO-LUMO gap = 9.42 eV
ΔE to the lowest compared entry with this formula, charge and spin = 620.8 kJ/mol
Lowest unoccupied orbital energy = -0.09 eV
2S+1 = 1


Record 7
Formula: C3H6FNO2S
Source: the OMol25 dataset
Level of theory: the ωB97M-V functional and the def2-TZVPD basis

```
14
C3H6FNO2S, DFT the ωB97M-V functional and the def2-TZVPD basis
C -1.416 0.709 0.654
S 1.854 0.183 -0.131
C -0.950 -0.271 -0.308
C -1.948 0.827 -0.754
F -1.234 -1.571 -0.256
N 2.376 -1.467 0.099
H -2.892 0.459 -1.082
H 1.605 -1.928 -0.423
H -1.529 1.542 -1.437
O 1.798 0.857 1.199
H -1.995 0.204 1.406
H 2.447 -1.737 1.031
O 2.596 0.866 -1.131
H -0.711 1.326 1.133
```

Output
HOMO-LUMO gap (alpha / beta) = 7.52 / 8.64 eV
ΔE to the lowest compared entry with this formula, charge and spin = 294.0 kJ/mol
Lowest unoccupied orbital energy (alpha / beta) = -1.75 / -0.82 eV
2S+1 = 1


Record 8
Formula: C3H6FNS
Source: the OMol25 dataset
Level of theory: the ωB97M-V functional and the def2-TZVPD basis

```
12
C3H6FNS, DFT the ωB97M-V functional and the def2-TZVPD basis
H 1.175 -1.945 1.152
N 0.639 -1.944 0.275
H 0.510 -2.790 -0.210
H 1.210 0.831 0.360
H 0.028 0.318 1.361
C -0.738 1.476 -0.244
S -0.233 -0.899 -1.963
C 0.241 0.423 0.314
C 0.260 -0.836 -0.408
H -1.611 1.088 -0.770
H -0.135 2.240 -0.751
F -1.348 2.038 0.885
```

Output
HOMO-LUMO gap = 9.18 eV
ΔE to the lowest compared entry with this formula, charge and spin = 54.9 kJ/mol
Lowest unoccupied orbital energy = 0.59 eV
2S+1 = 1


Record 9
Formula: C3H6FNS
Source: the OMol25 dataset
Level of theory: the ωB97M-V functional and the def2-TZVPD basis

```
12
C3H6FNS, DFT the ωB97M-V functional and the def2-TZVPD basis
H -1.449 -1.527 -0.718
C 0.720 0.607 0.484
H 1.140 0.506 1.442
C -1.460 -0.753 0.130
C -0.735 0.552 -0.125
N 1.527 0.148 -0.439
H -1.336 -0.871 1.220
H -0.680 0.761 -1.268
F -2.855 -0.329 -0.042
H 3.661 0.024 -1.145
H -1.524 1.319 0.349
S 2.992 -0.439 0.113
```

Output
HOMO-LUMO gap = 9.61 eV
ΔE to the lowest compared entry with this formula, charge and spin = 300.1 kJ/mol
Lowest unoccupied orbital energy = 0.60 eV
2S+1 = 1


Record 10
Formula: C3H6FOP
Source: the OMol25 dataset
Level of theory: the ωB97M-V functional and the def2-TZVPD basis

```
12
C3H6FOP, DFT the ωB97M-V functional and the def2-TZVPD basis
H 0.944 2.067 0.103
H 1.683 -2.575 0.361
C 0.728 -2.038 0.469
C 0.720 -0.907 -0.219
H -0.559 0.160 -1.483
F -1.537 -0.745 0.008
H 1.728 -0.505 -0.708
C -0.476 -0.044 -0.416
H -1.456 3.235 0.238
O -1.406 2.354 -0.190
P -0.313 1.540 0.760
H -0.054 -2.543 1.076
```

Output
HOMO-LUMO gap = 9.88 eV
ΔE to the lowest compared entry with this formula, charge and spin = 92.3 kJ/mol
Lowest unoccupied orbital energy = 0.57 eV
2S+1 = 1


Record 11
Formula: C3H6FeO3
Source: the OMol25 dataset
Level of theory: the ωB97M-V functional and the def2-TZVPD basis

```
13
C3H6FeO3, DFT the ωB97M-V functional and the def2-TZVPD basis
O 0.152 0.783 0.043
C -1.527 -0.980 -0.248
C 1.523 0.034 0.601
H -2.611 -1.136 -0.083
C -1.151 0.347 0.427
H 1.138 -0.661 1.373
O -1.203 -0.981 -1.604
H -1.842 1.138 0.095
H -1.216 0.262 1.525
H -1.011 -1.806 0.289
Fe 0.512 -0.237 -1.689
O 1.994 -0.546 -0.500
H 2.167 0.814 1.045
```

Output
HOMO-LUMO gap (alpha / beta) = 9.00 / 8.51 eV
Lowest unoccupied orbital energy (alpha / beta) = -0.21 / -0.67 eV
2S+1 = 5


Record 12
Formula: C3H6I2Si
Source: the OMol25 dataset
Level of theory: the ωB97M-V functional and the def2-TZVPD basis

```
12
C3H6I2Si, DFT the ωB97M-V functional and the def2-TZVPD basis
C -1.881 -1.207 -0.296
C 1.095 0.994 1.198
H -1.937 -2.212 -0.057
H 1.100 2.193 -0.538
H 2.051 2.808 0.929
H 1.423 0.916 2.219
H -2.274 -1.295 -1.248
I 0.712 0.132 -2.605
Si -0.062 -0.834 -0.321
C 1.342 2.091 0.537
H -2.620 -0.617 0.297
I 1.051 -2.969 -0.116
```

Output
HOMO-LUMO gap = 8.67 eV
ΔE to the lowest compared entry with this formula, charge and spin = 287.9 kJ/mol
Lowest unoccupied orbital energy = -0.48 eV
2S+1 = 1


Copy entry 4 word for word.
Formula: C3H6FN3S
Source: the OMol25 dataset
Level of theory: the ωB97M-V functional and the def2-TZVPD basis

```
14
C3H6FN3S, DFT the ωB97M-V functional and the def2-TZVPD basis
H -1.332 -0.547 2.686
H 0.277 -0.543 -3.329
H 0.724 1.838 0.019
F -2.127 -0.514 0.781
H -0.836 0.412 -1.373
C -1.021 -0.549 1.612
N 0.316 0.921 0.192
N 0.050 0.177 -0.926
S 0.362 1.535 2.749
N 1.124 -0.813 -2.801
C -0.130 0.662 1.466
C 1.067 -0.481 -1.579
H 1.953 -0.625 -0.946
H -0.426 -1.474 1.447
```

Output
HOMO-LUMO gap = 9.09 eV
ΔE to the lowest compared entry with this formula, charge and spin = 7.2 kJ/mol
Lowest unoccupied orbital energy = -0.02 eV
2S+1 = 1


Q: Which value of 2S+1 does entry 4 give?
A: 1


Q: What is the formula in the tenth record?
A: C3H6FOP


Q: What is the formula in the sixth record?
A: C3H6FNO2